13
Properties=species:S:1:pos:R:3 method="wB97M-V/def2-TZVPD" spin_multiplicity=1 relative_energy_kj_mol=149.2 gap_ev=10.80 lumo_ha=0.0316 smiles=O[C@H]1C[C@H](Cl)C1
O 0.81 2.53 -0.56
C 0.25 1.29 -0.82
C 1.07 -0.02 -0.44
C 0.09 -0.45 0.62
Cl -0.72 -2.08 0.40
C -0.75 0.81 0.28
H 1.06 2.58 0.40
H -0.01 1.42 -1.90
H 2.08 0.18 -0.06
H 1.15 -0.61 -1.40
H 0.25 -0.37 1.65
H -0.92 1.45 1.19
H -1.75 0.63 -0.02

***

13
Properties=species:S:1:pos:R:3 method="wB97M-V/def2-TZVPD" spin_multiplicity=1 relative_energy_kj_mol=358.0 gap_ev=10.07 lumo_ha=0.0155 smiles="C=C[C@H](C)OCl"
C 1.26 -1.58 -0.24
C 0.43 -0.74 0.37
C -0.71 -0.12 -0.30
C -1.01 1.32 0.14
O -1.98 -1.08 0.27
Cl -3.48 -0.54 -0.21
H 2.10 -1.94 0.39
H 1.28 -1.66 -1.39
H 0.48 -0.58 1.50
H -0.84 -0.25 -1.45
H -1.16 1.33 1.22
H -0.08 2.03 -0.19
H -2.00 1.66 -0.42

***

14
Properties=species:S:1:pos:R:3 method="wB97M-V/def2-TZVPD" spin_multiplicity=1 relative_energy_kj_mol=171.3 gap_ev=10.73 lumo_ha=0.0198 smiles="C[C@H](CO)C(=O)Cl"
C 0.08 0.52 -1.24
C -0.13 0.45 0.28
C 1.18 -0.45 0.86
O 1.32 -1.68 0.21
C -1.81 0.38 0.31
O -2.37 1.38 0.64
Cl -2.47 -0.98 -0.40
H -0.30 -0.38 -1.60
H 1.10 0.77 -1.50
H -0.73 1.24 -1.80
H 0.13 1.37 0.78
H 1.27 -0.44 1.98
H 2.05 0.09 0.71
H 0.70 -2.27 0.77

***

14
Properties=species:S:1:pos:R:3 method="wB97M-V/def2-TZVPD" spin_multiplicity=1 relative_energy_kj_mol=207.1 gap_ev=10.03 lumo_ha=0.0294
C -2.11 -0.60 0.77
C -0.12 -0.26 -1.33
C 1.74 0.35 0.67
C -0.54 0.21 0.05
O -2.90 -1.16 0.11
O 0.42 -0.11 0.96
Cl -0.88 1.95 0.19
H -1.88 -0.39 1.92
H 0.12 0.55 -2.08
H -0.89 -0.90 -1.74
H 0.83 -1.01 -1.27
H 2.27 0.71 1.52
H 1.70 1.22 -0.09
H 2.24 -0.55 0.31

***

14
Properties=species:S:1:pos:R:3 method="wB97M-V/def2-TZVPD" spin_multiplicity=1 relative_energy_kj_mol=543.2 gap_ev="9.14 / 6.77" lumo_ha="-0.0104 / -0.0684"
C -2.02 -0.61 0.11
C 1.34 0.89 -1.17
C 0.83 -0.90 0.62
C 1.14 0.53 0.35
O -4.01 -1.30 1.59
S -2.60 -1.57 1.24
Cl -2.73 0.63 -0.83
H 0.94 1.96 -1.34
H 2.33 0.90 -1.79
H 0.67 0.40 -1.88
H 0.44 -1.25 1.55
H 1.20 -1.66 -0.07
H 2.06 0.83 0.79
H 0.40 1.17 0.83

***

13
Properties=species:S:1:pos:R:3 method="wB97M-V/def2-TZVPD" spin_multiplicity=1 relative_energy_kj_mol=380.8 gap_ev=9.77 lumo_ha=0.0179 smiles="C/C=C(/Cl)CS"
C -1.62 0.18 -0.31
C -0.60 -1.06 -0.09
C 0.61 -0.87 0.20
Cl 1.97 -1.88 -0.35
C 1.30 0.28 0.69
S 2.01 1.49 -0.38
H -1.67 0.45 -1.53
H -1.55 1.32 -0.03
H -2.80 0.07 0.04
H -0.79 -2.25 -0.27
H 1.97 -0.05 1.49
H 0.68 0.70 1.28
H 0.49 1.63 -0.73

***

13
Properties=species:S:1:pos:R:3 method="wB97M-V/def2-TZVPD" spin_multiplicity=1 relative_energy_kj_mol=536.5 gap_ev=7.94 lumo_ha=-0.0341
C -1.41 -0.47 0.27
C -0.06 0.32 0.10
C 1.14 -0.54 0.56
C 0.11 0.84 -1.34
H -1.44 -1.13 -0.73
H -1.20 -0.97 1.41
H -2.35 0.20 0.19
H 1.53 0.00 1.93
H 2.22 -0.21 -0.39
H 0.76 -1.91 0.64
H -0.71 1.65 -1.45
S 1.42 0.39 -2.26
Cl -0.01 1.84 1.09

***

12
Properties=species:S:1:pos:R:3 method="wB97M-V/def2-TZVPD" spin_multiplicity=1 relative_energy_kj_mol=157.3 gap_ev=10.18 lumo_ha=0.0307 smiles="C=C1CC1.F"
C 0.94 0.30 1.00
C -0.20 0.04 0.39
C -1.43 0.45 -0.19
C -1.23 -1.04 0.02
H 1.58 -0.47 1.37
H 1.26 1.32 1.20
H -1.31 0.89 -1.21
H -2.22 0.96 0.35
H -1.92 -1.48 0.73
H -1.11 -1.63 -0.87
F 2.48 0.03 -1.23
H 3.16 0.62 -1.56

***

14
Properties=species:S:1:pos:R:3 method="wB97M-V/def2-TZVPD" spin_multiplicity=1 relative_energy_kj_mol=45.6 gap_ev=12.21 lumo_ha=0.0385
H 2.25 -2.22 -0.83
N 1.31 -2.12 -0.62
C 0.89 -1.52 0.37
F 1.68 -0.97 1.43
C -0.54 -1.37 0.85
F -1.55 -1.97 0.13
C -0.83 0.18 0.80
C -0.45 0.59 -0.69
H -0.58 -1.91 1.73
H -0.14 0.61 1.48
H -1.82 0.38 1.04
H 0.01 1.58 -0.68
H -1.27 0.62 -1.41
H 0.26 -0.20 -1.00

***

19
Properties=species:S:1:pos:R:3 method="wB97M-V/def2-TZVPD" spin_multiplicity=1 relative_energy_kj_mol=57.6 gap_ev="5.99 / 6.01" lumo_ha="-0.2668 / -0.2668" total_charge=+1
C 0.93 0.34 -1.56
C -0.43 -0.23 -1.39
C -0.48 0.51 0.95
C 0.94 1.06 0.69
N -0.68 -0.67 -0.04
O 1.09 1.44 -0.63
F -0.90 -3.30 -1.23
F -2.36 -0.24 2.41
F 1.60 1.79 3.05
S -0.52 -2.99 -2.80
S -0.75 -0.05 2.65
S 1.23 2.60 1.67
H 1.72 -0.40 -1.37
H 1.06 0.78 -2.54
H -1.26 0.25 -1.88
H -1.23 1.26 0.70
H 1.70 0.32 1.01
H -1.63 -1.04 0.07
H -0.03 -1.43 0.23

***

14
Properties=species:S:1:pos:R:3 method="wB97M-V/def2-TZVPD" spin_multiplicity=1 relative_energy_kj_mol=109.2 gap_ev=8.87 lumo_ha=-0.0128
C 1.29 -0.48 0.80
C 0.23 0.39 -1.45
C 0.22 0.42 0.08
C -1.60 -0.12 0.72
F 1.07 1.35 -1.94
I -2.96 1.41 0.29
I -1.90 -2.15 0.04
H 1.30 -1.47 0.41
H 1.12 -0.36 1.83
H 2.29 -0.14 0.62
H -0.78 0.52 -1.93
H 0.67 -0.61 -1.67
H 0.35 1.37 0.39
H -1.30 -0.13 1.80

***

15
Properties=species:S:1:pos:R:3 method="wB97M-V/def2-TZVPD" spin_multiplicity=1 relative_energy_kj_mol=569.3 gap_ev=8.95 lumo_ha=0.0064
C 2.04 1.00 -0.27
C 0.62 0.60 0.23
C 0.04 1.29 1.25
F 1.00 1.64 2.18
N -0.19 -0.28 -0.61
C -0.89 -1.19 0.02
N -1.70 -2.02 -0.53
O -1.69 -1.93 -1.99
H 2.97 0.31 -0.06
H 2.26 2.07 0.27
H 1.83 1.02 -1.34
H -0.87 1.38 1.72
H -1.04 -1.21 1.19
H -2.85 -1.82 -0.07
H -1.53 -0.83 -1.99